Entry 1:
Molecular formula: C4H7NO
Method: DFT, wB97M-V/def2-TZVPD

Geometry (Å):
1 O 2.60930 1.62800 -0.40035
2 N -0.21520 -0.68851 0.10401
3 C -1.26735 -0.16329 -0.69001
4 C -1.45085 -0.46439 0.76396
5 C 1.72400 0.82200 -0.58310
6 C 1.06289 -0.02988 0.47214
7 H -1.48826 0.37976 1.44804
8 H 1.35922 0.58903 -1.60530
9 H 1.11862 0.41213 1.48764
10 H -1.95021 -1.37822 1.08100
11 H 1.29853 -1.11173 0.35214
12 H -1.18222 0.87536 -0.99012
13 H -1.61847 -0.87027 -1.44005

Values from the calculation:
SMILES: O=CCN1CC1
multiplicity: 1
LUMO: 0.988 eV
frontier orbital gap: 9.87 eV
ΔE to the lowest compared entry with this formula, charge and spin: 373.92 kJ/mol

Entry 2:
Molecular formula: C4H7NO
Method: DFT, wB97M-V/def2-TZVPD

Geometry (Å):
1 O -0.53567 2.11209 0.36471
2 N -1.75246 0.08048 -0.46552
3 C -1.87795 -1.08884 0.00330
4 C 0.68878 0.06321 -0.18089
5 C -0.27400 1.00235 -0.00569
6 C 2.06089 0.31267 0.37190
7 H 2.00164 0.96487 1.24964
8 H -2.34274 0.36851 -1.23911
9 H -2.52196 -1.85081 -0.44121
10 H 2.74675 0.77148 -0.35063
11 H 2.50608 -0.63362 0.70350
12 H 0.53804 -0.76875 -0.86105
13 H -1.23741 -1.33365 0.85104

Values from the calculation:
multiplicity: 1
LUMO: 0.044 eV
frontier orbital gap: 7.49 eV
ΔE to the lowest compared entry with this formula, charge and spin: 300.62 kJ/mol